[1]
# C3H6NO2

2 unconnected molecules or ions with the total composition C3H6NO2 at a distorted geometry (ωB97M-V with the def2-TZVPD basis set, the Open Molecules 2025 dataset).

Output
Strongest force on any atom = 0.1004 Eh/bohr
Charge = +1

Last column: Mulliken charge in e.
Positions of all 12 atoms, in Å:
C -0.485483 -0.190868 -3.706202  0.544
C -0.585694 1.089749 0.815620  -0.880
C -0.607853 0.122384 -0.056576  0.146
N 0.601855 -0.660529 -0.167416  -0.373
O -0.824980 -0.100866 -4.756696  -0.186
O 0.104685 -0.342488 -2.723842  -0.424
H 0.315773 1.329785 1.323144  0.218
H -1.436754 1.653801 0.991011  0.283
H -1.365802 -0.267362 -0.649317  0.477
H 1.260274 -0.491236 0.691946  0.365
H 0.853792 -0.564985 -1.203754  0.469
H 0.446721 -1.664651 -0.011240  0.361

Atoms 1-2, force components in eV/Å:
2.46 -0.58 1.96
0.16 -0.32 -0.50

[2]
# C36H30N10O2Tl

A molecular structure, C36H30N10O2Tl (ωB97M-V with the def2-TZVPD basis set, the Open Molecules 2025 dataset).

Output
Strongest force on any atom = 0.0056 Eh/bohr
Charge = +3

Last column: Mulliken charge in e.
Positions of all 79 atoms, in Å:
Tl 0.481221 0.257656 -0.262644  2.953
N 1.028695 0.688272 4.320582  0.142
C 0.519250 0.563740 3.114127  -0.553
N 1.237349 0.470990 2.017194  -0.229
C 2.624216 0.511529 2.107274  0.101
N 3.401752 0.483077 1.057724  -1.356
N 2.740107 0.443626 -0.128453  0.432
C 3.394587 0.502743 -1.217362  -0.708
C 2.678502 0.504369 -2.502200  1.115
C 3.373348 0.676736 -3.684353  -0.937
C 2.666766 0.720600 -4.880526  -0.408
C 1.290279 0.587940 -4.851760  -0.818
C 0.663468 0.412557 -3.627135  -0.130
N 1.340399 0.369057 -2.479818  -0.213
C 3.242049 0.596372 3.420255  0.622
C 4.630463 0.605383 3.603827  -0.242
C 5.151580 0.725473 4.871543  -0.882
C 4.302165 0.840269 5.976981  -0.435
C 2.932146 0.828523 5.819366  -0.994
C 2.413831 0.705110 4.537562  0.203
H 0.409109 0.761024 5.117264  0.310
H -0.561713 0.533114 3.039841  0.578
H 4.479059 0.577815 -1.201884  0.413
H 4.451073 0.776332 -3.665853  0.494
H 3.188286 0.860233 -5.818070  0.466
H 0.701947 0.614491 -5.758181  0.448
H -0.412336 0.301096 -3.566527  0.546
H 5.270632 0.517380 2.737897  0.510
H 6.222883 0.734332 5.017512  0.461
H 4.721753 0.939607 6.969094  0.442
H 2.272881 0.910600 6.675249  0.433
O -6.081698 2.979545 0.000547  -0.494
C -5.939619 1.587146 0.107016  -0.548
C -4.477455 1.254403 0.048380  0.237
C -4.034721 -0.062557 0.145463  -1.052
C -2.685419 -0.314910 0.085588  -0.669
N -1.775624 0.661346 -0.061439  -0.213
C -2.180285 1.939541 -0.144020  0.349
C -3.525818 2.257308 -0.095987  -0.675
C -1.126215 2.988423 -0.283709  0.572
C -1.415465 4.338293 -0.300483  -0.975
C -0.385857 5.265510 -0.441683  0.492
C -0.712924 6.734363 -0.448028  -0.671
O -1.736019 6.922647 0.505823  -0.528
C 0.914528 4.793643 -0.557497  -0.959
C 1.133873 3.430904 -0.523681  -0.393
N 0.136108 2.554845 -0.386069  -0.028
H -7.013720 3.221071 0.050330  0.336
H -6.448105 1.055918 -0.705809  0.373
H -6.342147 1.198760 1.049684  0.371
H -4.730924 -0.882435 0.267741  0.519
H -2.301706 -1.322388 0.175519  0.735
H -3.870427 3.277042 -0.170000  0.759
H -2.423668 4.705997 -0.178711  0.673
H -1.049541 7.004415 -1.455861  0.317
H 0.183539 7.317881 -0.227818  0.391
H -2.027102 7.841211 0.494322  0.328
H 1.751216 5.471954 -0.659625  0.460
H 2.136164 3.025299 -0.589121  0.475
N -2.958114 -9.723158 -3.109215  -0.380
C -2.465624 -8.770988 -2.699244  -0.106
C -1.859963 -7.574575 -2.174886  0.427
C -2.578097 -6.380826 -2.176636  -0.966
C -2.013350 -5.234609 -1.648679  -0.299
C -0.727303 -5.284126 -1.135285  1.236
C 0.003668 -6.459166 -1.144370  -0.541
C -0.567240 -7.608916 -1.661036  -0.918
N -0.134444 -4.093260 -0.576284  0.188
C 0.797347 -4.054076 0.437769  -0.462
C 1.069412 -2.746188 0.666754  -0.820
N 0.306177 -1.984541 -0.196710  -0.281
C -0.404807 -2.831753 -0.932187  -0.450
H -3.581091 -6.359473 -2.579686  0.459
H -2.596096 -4.322083 -1.622810  0.379
H 1.022531 -6.490045 -0.781871  0.414
H -0.007189 -8.533475 -1.675839  0.480
H 1.173794 -4.939917 0.917573  0.485
H 1.754300 -2.312678 1.375984  0.544
H -1.060637 -2.561404 -1.742751  0.663

Atoms 1-2, force components in eV/Å:
-0.19 0.20 0.08
0.03 0.00 0.10

[3]
# C2H14FO5Zr

A molecular structure, C2H14FO5Zr at a distorted geometry (ωB97M-V with the def2-TZVPD basis set, the Open Molecules 2025 dataset).

Output
Strongest force on any atom = 0.3259 Eh/bohr
Charge = +3

Last column: Mulliken charge in e.
Positions of all 23 atoms, in Å:
Zr -4.615460 -12.327840 -14.585090  2.095
F -4.934390 -10.716110 -15.147220  -0.524
C -6.929530 -9.587650 -16.940380  -0.526
O -5.557010 -9.533110 -17.078140  -0.616
H -7.289240 -10.604170 -17.099720  0.198
H -7.331560 -9.309760 -15.966080  0.248
H -7.387930 -8.920200 -17.670090  0.294
H -5.225750 -9.980030 -16.295750  0.474
C -5.887940 -8.464140 -13.638600  -0.652
O -5.619840 -8.595650 -15.024360  -0.616
H -6.668850 -9.138110 -13.286400  0.199
H -4.936290 -8.837330 -13.260200  0.223
H -6.009300 -7.421670 -13.344290  0.328
H -5.272860 -9.484130 -15.133010  0.731
O -5.529750 -11.471990 -13.250930  -0.438
H -5.040710 -10.875870 -12.683750  0.385
H -6.386300 -11.553660 -12.831570  0.415
O -4.716410 -12.515400 -16.363960  -0.408
H -4.173330 -12.525200 -17.152130  0.420
H -5.615560 -12.508640 -16.692130  0.361
O -3.175680 -11.917960 -15.371200  -0.475
H -2.592520 -12.646480 -15.584310  0.435
H -2.758730 -11.152930 -15.767580  0.445

Atoms 1-2, force components in eV/Å:
-6.95 -10.78 10.79
0.82 1.77 -0.13

E_LUMO / eV: -3.62, -8.64, -15.89